No. 1
{
  "formula": "C3H10N2",
  "method": "the ωB97M-V functional and the def2-TZVPD basis",
  "species": ["N", "H", "N", "H", "H", "H", "H", "H", "C", "H", "C", "H", "H", "C", "H"],
  "positions_angstrom": [[-0.60925, -2.49965, -1.02041], [-0.65119, -4.54037, -1.75792], [0.12277, 3.03026, 0.65154], [1.31832, 3.56831, 2.27464], [1.55865, 1.39129, 0.39534], [2.12855, 3.18746, 0.31331], [-0.96478, -4.48993, -0.08117], [-0.51621, 3.23590, 2.62892], [-1.11785, -3.83704, -1.00823], [-0.87988, -1.86037, -1.75374], [0.30986, 3.46559, 1.88903], [1.20540, 2.62509, -1.03786], [-2.20147, -3.75074, -1.24782], [1.32146, 2.51915, 0.04270], [-1.02437, -2.04495, -0.28834]],
  "lumo_energy_ev": 0.7275,
  "total_energy_ev": -6250.6564,
  "homo_ev": -9.19,
  "smiles": "C=NC.CN"
}


No. 2
{
  "formula": "C3H10N2",
  "method": "the ωB97M-V functional and the def2-TZVPD basis",
  "species": ["H", "N", "H", "H", "H", "H", "C", "N", "H", "C", "H", "H", "H", "C", "H"],
  "positions_angstrom": [[-3.01891, 2.05222, -0.17907], [2.36612, -0.70208, -1.85338], [2.52143, -2.23087, -0.21667], [-1.57096, 2.17349, 0.93570], [2.96735, 0.16715, -1.61290], [2.13822, -0.15406, 0.92932], [-2.99037, 0.60692, 1.37363], [1.40137, -0.56982, 0.40623], [-4.02662, 0.24771, 1.21153], [1.83649, -1.40376, -0.67730], [0.99551, 0.26515, 0.03053], [-2.54259, 0.19619, 2.25349], [1.56189, -0.35055, -2.38087], [-2.47622, 1.64173, 0.70254], [0.83728, -1.93942, -0.92278]],
  "lumo_energy_ev": [-3.7632, -9.2858],
  "total_energy_ev": -6242.5198,
  "homo_ev": [-12.93, -12.91],
  "total_charge": 1,
  "multiplicity": 2
}


No. 3
{
  "formula": "C3H10N2O",
  "method": "the ωB97M-V functional and the def2-TZVPD basis",
  "species": ["H", "O", "H", "H", "H", "C", "H", "C", "H", "N", "H", "H", "H", "H", "C", "N"],
  "positions_angstrom": [[0.36759, 0.63488, -1.06407], [1.42013, 0.67255, 0.60808], [-1.20757, -1.84502, -0.71289], [-2.85783, 0.61796, -0.88568], [2.78860, 0.91185, 2.58840], [-0.49308, -1.25281, -0.35881], [2.30797, 0.46559, -1.18335], [-1.13584, -0.08975, 0.28789], [-0.37695, 0.55304, 0.73375], [0.47619, -0.61788, -1.41003], [2.27836, 0.60908, 3.04792], [-1.38387, 0.50428, -1.63292], [0.15409, -1.83018, 0.34138], [-1.89690, -0.30536, 1.03692], [1.35811, 0.21983, -0.64168], [-1.79899, 0.75193, -0.75491]],
  "lumo_energy_ev": -0.2022,
  "total_energy_ev": -8294.8613,
  "homo_ev": -9.23
}


No. 4
{
  "formula": "C3H10N2O",
  "method": "the ωB97M-V functional and the def2-TZVPD basis",
  "species": ["C", "H", "H", "H", "C", "H", "H", "H", "N", "H", "O", "C", "H", "H", "N", "H"],
  "positions_angstrom": [[0.01646, 0.11014, -0.23439], [-2.26709, 1.90605, 0.61449], [-0.99539, 0.02028, -0.63666], [0.36373, 1.26707, 1.80898], [-0.15506, 1.27594, 0.85714], [1.25785, -0.28266, -1.96797], [0.92320, -1.35519, 1.16797], [1.61251, 0.79618, -0.90184], [-1.58324, 1.28278, 1.10250], [-1.78246, 1.70984, 1.98764], [0.59797, -1.95570, -0.85561], [0.22168, -1.21821, 0.39163], [1.29318, -2.58237, -0.60812], [-0.66486, -1.69420, 0.77003], [0.83430, 0.51354, -1.37103], [0.21963, 2.27912, 0.40380]],
  "lumo_energy_ev": 0.9244,
  "total_energy_ev": -8298.8423,
  "homo_ev": -9.18,
  "smiles": "NC[C@@H](N)CO"
}


No. 5
{
  "formula": "C3H10N2O",
  "method": "the ωB97M-V functional and the def2-TZVPD basis",
  "species": ["H", "H", "H", "H", "C", "H", "H", "H", "C", "N", "N", "H", "H", "C", "O", "H"],
  "positions_angstrom": [[1.55604, 1.07802, -0.95168], [2.61576, -1.62413, -0.43078], [1.39538, -1.19691, -1.61992], [1.01306, -1.17948, 0.08399], [-1.48201, -0.05087, 0.99831], [-0.57996, 0.35454, 2.76868], [-1.35790, -1.13984, 1.06213], [3.10035, 0.61277, -0.98674], [-1.40845, 0.35316, -0.44768], [-0.56215, 0.71668, 1.82594], [2.22181, 0.44857, -0.51298], [-1.49331, 1.43379, -0.66226], [0.39080, 0.63915, 1.47576], [1.79654, -0.93398, -0.63371], [-1.25292, -0.42777, -1.34439], [-2.51462, 0.12381, 1.32457]],
  "lumo_energy_ev": 0.9427,
  "total_energy_ev": -8300.0164,
  "homo_ev": -9.42,
  "smiles": "NCC=O.CN"
}


No. 6
{
  "formula": "C3H10N2O",
  "method": "the ωB97M-V functional and the def2-TZVPD basis",
  "species": ["H", "H", "N", "H", "C", "N", "H", "C", "O", "H", "H", "H", "H", "H", "C", "H"],
  "positions_angstrom": [[0.51165, -1.24675, -1.65796], [-1.14129, 0.84833, -0.69512], [1.87951, 0.95234, 1.51543], [-2.29263, -1.73797, -0.99274], [1.66440, 2.07012, 0.74112], [-1.53635, -1.08785, -1.16421], [-2.86284, 0.29730, -0.03667], [-1.76700, 0.09189, -0.21621], [0.76394, 2.33251, -0.01984], [2.56741, 1.12568, 2.22160], [2.43557, 2.85614, 0.89145], [1.33393, 0.11898, 1.39198], [-1.32749, -0.27668, 0.72486], [0.25180, -1.74541, -0.13400], [-0.28120, -1.79267, -1.10188], [-0.19941, -2.80597, -1.46780]],
  "lumo_energy_ev": 0.8846,
  "total_energy_ev": -8299.8702,
  "homo_ev": -8.45,
  "smiles": "NC=O.CNC"
}


No. 7
{
  "formula": "C3H10N2O",
  "method": "the ωB97M-V functional and the def2-TZVPD basis",
  "species": ["H", "H", "N", "H", "N", "C", "H", "H", "H", "C", "H", "H", "C", "O", "H", "H"],
  "positions_angstrom": [[0.21282, -0.35026, 1.01249], [-0.57297, 1.31852, 0.31812], [-2.23347, -0.12073, 0.41554], [0.34631, 0.18844, -1.67324], [0.33904, -1.13041, -0.02470], [-0.34897, -0.33606, -1.05350], [3.66041, -0.36893, -1.34616], [-0.87634, -1.07160, -1.61923], [2.07128, -0.76508, 1.27835], [-1.21215, 0.68726, -0.31886], [2.89714, -0.43224, -1.46369], [-2.77674, 0.40299, 1.05277], [1.29591, -0.19548, 0.65571], [1.68654, 1.05122, 0.52036], [-1.72086, 1.35948, -1.01866], [-1.88113, -0.86747, 0.86043]],
  "lumo_energy_ev": -0.5086,
  "total_energy_ev": -8295.5542,
  "homo_ev": -9.52
}


No. 8
{
  "formula": "C3H10N2O",
  "method": "the ωB97M-V functional and the def2-TZVPD basis",
  "species": ["H", "C", "H", "H", "H", "H", "C", "O", "H", "N", "H", "N", "H", "C", "H", "H"],
  "positions_angstrom": [[-0.21977, -1.66407, 1.65663], [0.98934, 1.37752, -0.70597], [2.89529, 0.52570, -0.17729], [0.94946, 2.87586, -1.93919], [-0.94885, -1.59189, -0.81519], [-2.05606, -0.08074, 0.37973], [-1.89909, -1.08744, 0.78673], [-0.81744, -0.80835, 1.64840], [1.65224, 0.11419, 1.06824], [-1.44322, -2.11948, -0.07407], [-2.69714, -1.32266, 1.52237], [1.58533, 2.13109, -1.81939], [2.58840, 2.38511, -1.73040], [1.85448, 0.65731, 0.10529], [0.06461, 1.83331, -0.43996], [-2.35175, -2.37368, -0.57429]],
  "lumo_energy_ev": 0.9640,
  "total_energy_ev": -8298.5756,
  "homo_ev": -8.30,
  "smiles": "C=CN.NCO"
}


No. 9
{
  "formula": "C3H10N2O",
  "method": "the ωB97M-V functional and the def2-TZVPD basis",
  "species": ["H", "C", "H", "H", "H", "H", "N", "C", "H", "N", "H", "O", "H", "H", "C", "H"],
  "positions_angstrom": [[0.94677, -4.79839, -0.68669], [-0.98215, 3.17078, 0.10642], [-2.00994, 4.13066, -1.42314], [2.50574, -4.46823, 1.79083], [2.41663, -5.72176, -0.13878], [-0.35833, 3.74330, 0.78774], [1.01182, -3.25970, 1.43025], [-1.18679, 3.60655, -1.44604], [1.86706, -2.67193, 1.69000], [1.79654, -4.86635, -0.10065], [-0.68931, 2.18911, -0.15191], [-2.28999, 3.05883, 0.72542], [-1.39342, 2.75755, -2.17798], [-0.26959, 4.05264, -1.78188], [1.70732, -4.35591, 1.19085], [-3.07237, 3.43285, 0.18557]],
  "lumo_energy_ev": 0.8074,
  "total_energy_ev": -8297.2933,
  "homo_ev": -8.51,
  "smiles": "[H]/N=C/N.CCO"
}


No. 10
{
  "formula": "C3H10N2O",
  "method": "the ωB97M-V functional and the def2-TZVPD basis",
  "species": ["H", "O", "H", "H", "H", "C", "H", "H", "N", "H", "C", "H", "H", "C", "H", "N"],
  "positions_angstrom": [[1.88404, 0.84809, 1.97478], [1.74780, 0.03573, -0.79823], [-1.96071, -1.16793, -1.50920], [2.64010, 1.89369, 0.55927], [2.59075, -2.01853, 0.02281], [2.80823, -1.28135, 0.67140], [-2.35258, 1.46189, -0.56230], [3.36400, -1.30896, 1.66697], [2.36033, -0.10620, 0.25258], [-0.82745, -0.13044, -0.59063], [2.60627, 0.99474, 1.11847], [3.64826, 0.78507, 1.52272], [-3.24318, 1.15506, -1.86512], [-1.55023, -0.17256, -1.43013], [-0.93641, 0.04670, -2.24512], [-2.66228, 0.69817, -1.14512]],
  "lumo_energy_ev": 0.8055,
  "total_energy_ev": -8297.2429,
  "homo_ev": -8.70,
  "smiles": "C=[N+](C)[O-].CN"
}


No. 11
{
  "formula": "C3H10N2O",
  "method": "the ωB97M-V functional and the def2-TZVPD basis",
  "species": ["C", "H", "H", "C", "H", "H", "O", "C", "N", "H", "H", "H", "H", "N", "H", "H"],
  "positions_angstrom": [[-1.04725, 1.19898, 0.50907], [0.97530, 0.24797, -1.19948], [-0.42485, -1.20092, 0.81905], [0.79003, -0.77547, -0.91406], [0.79788, 1.17526, 0.84689], [0.73943, -1.37356, -1.81905], [0.23038, 1.77804, 0.33908], [-0.66986, -0.93797, -0.25573], [1.71743, -1.38430, -0.00076], [2.55348, -0.81922, 0.13072], [-1.08446, 0.80513, 1.55857], [1.17699, -1.17043, 0.90399], [-1.10822, -1.81317, -0.72850], [-1.43826, 0.15221, -0.35161], [-1.71278, 2.05133, 0.40890], [0.66751, -0.56693, 1.95390]],
  "lumo_energy_ev": -2.4895,
  "total_energy_ev": -8294.2900,
  "homo_ev": -8.97
}


No. 12
{
  "formula": "C3H10N2O",
  "method": "the ωB97M-V functional and the def2-TZVPD basis",
  "species": ["H", "C", "H", "N", "H", "H", "C", "H", "H", "H", "O", "N", "H", "C", "H", "H"],
  "positions_angstrom": [[1.63578, -2.47020, 1.17264], [0.01575, 1.97727, 0.32389], [0.18098, 2.96505, -0.10099], [0.76595, -0.76209, 0.33443], [1.63284, -0.45685, -0.09717], [-0.88226, 2.00719, 0.96085], [-0.44227, -0.29787, -0.33393], [-0.12435, -2.49569, 1.05742], [0.85850, -2.77907, -0.38439], [0.86775, 1.67795, 0.92842], [-1.19267, 1.44541, -1.65572], [-0.10093, 1.03148, -0.76531], [-1.27853, -0.33057, 0.39006], [0.79052, -2.19468, 0.54466], [-2.01714, 1.57391, -1.15108], [-0.70991, -0.89125, -1.22380]],
  "lumo_energy_ev": 1.0494,
  "total_energy_ev": -8298.6294,
  "homo_ev": -8.91,
  "smiles": "CNCN(C)O"
}


No. 13
{
  "formula": "C3H10N2O",
  "method": "the ωB97M-V functional and the def2-TZVPD basis",
  "species": ["H", "N", "H", "H", "H", "O", "H", "C", "H", "H", "N", "H", "C", "C", "H", "H"],
  "positions_angstrom": [[-2.31678, -0.82633, 2.01506], [1.92627, -0.14507, -0.92140], [1.54768, -2.10887, -0.41982], [0.81140, -1.54445, -1.93511], [-2.84963, 0.17157, 0.07726], [-1.06199, 1.02231, -0.30034], [0.72669, 1.43544, -0.30218], [1.76192, 1.06147, -0.51431], [-1.09193, 0.18116, 2.34278], [2.59611, 1.72621, -0.70659], [-1.51551, -0.36971, 1.59716], [0.07578, -1.04560, -0.40657], [-1.99357, 0.61242, 0.60889], [1.00510, -1.28234, -0.89652], [-2.41590, 1.47569, 1.16224], [2.79437, -0.36388, -1.40056]],
  "lumo_energy_ev": [-4.7446, -5.9514],
  "total_energy_ev": -8291.1559,
  "homo_ev": [-13.86, -13.87],
  "total_charge": 1,
  "multiplicity": 2
}


No. 14
{
  "formula": "C3H10N2O",
  "method": "the ωB97M-V functional and the def2-TZVPD basis",
  "species": ["H", "N", "H", "N", "H", "C", "H", "H", "C", "H", "C", "H", "H", "O", "H", "H"],
  "positions_angstrom": [[-0.93170, -0.35392, -1.84669], [0.94244, -1.48015, 3.96321], [1.16462, -0.60162, 4.42865], [0.49171, -2.21452, 1.79803], [-0.36278, 3.04028, -1.72556], [-0.15295, 1.41577, -2.88360], [0.04180, -1.85576, 4.25926], [2.24385, -1.27514, 2.34634], [-1.22754, 0.66094, -2.12629], [-2.12496, 0.55672, -2.73452], [1.27535, -1.61752, 2.68325], [-0.28887, 1.40746, -3.96019], [-0.27039, -2.72937, 2.25872], [-0.26472, 2.82449, -2.65647], [-1.40012, 1.12615, -1.14878], [0.86428, 1.09620, -2.65535]],
  "lumo_energy_ev": [-5.2778, -9.3660],
  "total_energy_ev": -8290.5271,
  "homo_ev": [-12.25, -12.25],
  "total_charge": 1,
  "multiplicity": 2
}


No. 15
{
  "formula": "C3H10N2O2",
  "method": "the ωB97M-V functional and the def2-TZVPD basis",
  "species": ["H", "O", "C", "C", "N", "N", "O", "H", "C", "H", "H", "H", "H", "H", "H", "H", "H"],
  "positions_angstrom": [[-2.90368, -0.69035, 1.52151], [-0.01209, 2.30844, -0.09265], [0.34792, -0.05074, -0.41909], [1.70557, 0.14256, 0.26189], [2.31369, -1.17227, 0.49236], [-1.69281, 1.11348, -1.04012], [-2.73159, -1.49033, 0.99847], [-0.15787, -0.83707, 0.13304], [-0.41613, 1.25601, -0.51399], [-1.80295, 0.43086, -1.77762], [1.79139, -1.74155, 1.14495], [0.51067, -0.38769, -1.44258], [1.55362, 0.70024, 1.18831], [-2.00792, -1.19828, 0.42411], [-2.11718, 1.97126, -1.37208], [2.37887, 0.67107, -0.40003], [3.24050, -1.02563, 0.89354]],
  "lumo_energy_ev": 0.6580,
  "total_energy_ev": -10348.7303,
  "homo_ev": -9.51,
  "smiles": "NCCC(N)=O.O"
}


No. 16
{
  "formula": "C3H10N2O2",
  "method": "the ωB97M-V functional and the def2-TZVPD basis",
  "species": ["H", "H", "C", "N", "H", "H", "N", "O", "H", "C", "H", "H", "H", "H", "O", "H", "C"],
  "positions_angstrom": [[-2.38578, -1.64038, -0.87916], [1.98366, -1.19992, -0.83723], [-2.06971, -0.74255, -0.35090], [2.37508, -0.39358, -0.36091], [2.46875, 0.34744, -1.04814], [-2.46634, -0.78347, 0.66953], [-0.61570, -0.67850, -0.39855], [-0.71928, 0.99902, 1.29004], [-0.59848, 1.95514, 1.28918], [-0.02814, 0.47574, 0.19584], [-2.48836, 0.13340, -0.84881], [1.90271, 0.93502, 1.15796], [-0.23059, 1.13361, -1.60273], [-0.15879, -1.32230, 0.32468], [0.11634, 1.47340, -0.76976], [1.42601, -0.72906, 1.47298], [1.48862, 0.03699, 0.69598]],
  "lumo_energy_ev": 0.7722,
  "total_energy_ev": -10347.8537,
  "homo_ev": -8.92,
  "smiles": "CNC(O)(O)CN"
}